Entry i
ORCA calculation (the ωB97M-V functional and the def2-TZVPD basis) on 2 unconnected molecules or ions with the total composition C5H14N2O2.

Atoms and positions in Å:
C  -2.5002  -0.2245  -1.3281
N  -1.1577  -0.6009  -0.8992
C  -0.2714  0.5395  -0.7251
C  1.1148  0.0647  -0.2602
C  2.1137  -0.0476  -1.4103
N  1.6692  0.9693  0.7451
C  1.4739  0.8088  2.0701
O  0.8516  -0.1059  2.5664
H  -3.0509  0.3849  -0.5979
H  -2.4290  0.3590  -2.2518
H  -3.0354  -1.1460  -1.5220
H  -1.2639  -1.0929  -0.0165
H  -0.1897  0.9853  -1.7143
H  -0.6717  1.3207  -0.0580
H  1.0286  -0.9164  0.2005
H  2.4706  0.9365  -1.7349
H  2.9072  -0.7502  -1.1528
H  1.5947  -0.4632  -2.2778
H  2.2318  1.7352  0.4143
H  1.9721  1.6209  2.6370
O  -1.7107  -1.8150  2.5615
H  -2.2800  -1.0436  2.5605
H  -0.8677  -1.5185  2.1935

- total charge = 0
- 2S+1 = 1
- Kohn-Sham gap (eV) = 9.863

Entry ii
ORCA calculation (the ωB97M-V functional and the def2-TZVPD basis) on 2 unconnected molecules or ions with the total composition C5H14N2O2.

Atoms and positions in Å:
C  2.1076  1.7123  -0.0209
C  1.7532  0.2252  0.0127
N  2.3489  -0.3948  -1.1539
C  0.1949  0.0355  0.1285
N  -0.3956  0.6038  1.3243
C  -0.0899  -1.4457  0.0966
O  -0.3095  -2.1133  1.0868
H  1.5554  2.2151  -0.8136
H  3.1705  1.8122  -0.2256
H  1.8914  2.2047  0.9236
H  2.2120  -0.2359  0.8955
H  2.2841  -1.4045  -1.1233
H  1.9038  -0.0671  -2.0040
H  -0.2663  0.5041  -0.7500
H  -0.0168  1.5193  1.5299
H  -0.2155  -0.0132  2.1109
H  0.0370  -1.9188  -0.8916
C  -3.1827  -0.2052  -0.2578
O  -2.4836  -1.4034  -0.5355
H  -4.2236  -0.4127  0.0074
H  -2.6975  0.3507  0.5511
H  -3.1615  0.3907  -1.1691
H  -2.4162  -1.9591  0.2780

- total charge = 0
- 2S+1 = 1
- Kohn-Sham gap (eV) = 9.832

Which of them is least stable? Easy: entry ii.

Entry i
ORCA calculation (the ωB97M-V functional and the def2-TZVPD basis) on a single C11H17N5O4 molecule.

Atoms and positions in Å:
N  0.4432  0.8026  3.0096
C  0.9760  -0.3382  3.4508
O  2.0872  -0.3966  3.8526
C  0.2084  -1.6477  3.2758
C  0.2510  -2.3606  1.8317
C  0.0051  -1.4248  0.6800
N  1.0299  -0.4123  0.5921
C  1.5233  0.0388  -0.6237
O  2.5133  0.6757  -0.6244
C  0.8202  -0.3730  -1.9316
N  1.0960  -1.8276  -2.1047
C  -0.6623  0.0874  -2.2665
C  -0.6506  1.5967  -2.4092
C  -0.9973  2.5421  -1.4548
N  -0.8255  3.7348  -2.0782
C  -0.4055  3.5203  -3.3302
N  -0.3252  2.2647  -3.6107
C  -1.3908  -0.8376  0.7844
O  -1.5678  0.3713  1.0858
O  -2.3765  -1.6386  0.4127
H  -0.1732  0.8470  2.1554
H  0.7636  1.7035  3.3059
H  0.5078  -2.4111  4.0117
H  -0.8312  -1.5039  3.3600
H  -0.5370  -3.1380  1.9159
H  1.2465  -2.7952  1.8161
H  -0.1037  -2.1086  -0.1342
H  1.6086  -0.2211  1.3562
H  1.5417  0.1271  -2.6222
H  0.2430  -2.3146  -2.0335
H  1.9152  -2.2467  -1.6625
H  -1.3383  -0.2583  -1.3825
H  -1.0078  -0.3166  -3.2070
H  -1.3485  2.5373  -0.4274
H  -0.8869  4.5865  -1.6233
H  -0.2284  4.2845  -4.0973
H  -3.1234  -1.1491  0.7276

- total charge = 0
- 2S+1 = 1
- Kohn-Sham gap (eV) = 9.105

Entry ii
ORCA calculation (the ωB97M-V functional and the def2-TZVPD basis) on a single C11H17N5O4 molecule.

Atoms and positions in Å:
N  -4.8535  -2.0297  0.9634
C  -4.7465  -0.8269  0.3199
O  -4.9273  0.2323  0.8724
C  -4.3174  -0.9395  -1.1380
C  -2.8718  -0.4544  -1.3200
C  -1.8767  -0.9748  -0.2853
N  -0.5592  -0.4190  -0.5935
C  0.4296  -0.3022  0.3165
O  0.3581  -0.7974  1.4527
C  1.6505  0.4737  -0.1627
N  1.3299  1.2774  -1.3356
C  2.3084  1.2233  1.0073
C  3.7022  1.6597  0.6880
C  4.8087  1.5858  1.4801
N  5.8438  2.1116  0.7495
C  5.3258  2.4781  -0.4524
N  4.0381  2.2235  -0.5247
C  -1.8297  -2.5276  -0.1897
O  -2.5369  -3.2568  -0.8429
O  -0.9916  -2.9974  0.7156
H  -4.5412  -2.9019  0.5124
H  -5.0287  -2.0080  1.9761
H  -4.9706  -0.2937  -1.7347
H  -4.4269  -1.9783  -1.5121
H  -2.8320  0.6626  -1.2702
H  -2.5204  -0.7507  -2.3260
H  -2.1565  -0.6457  0.7321
H  -0.3958  0.0038  -1.5035
H  2.3658  -0.3028  -0.4943
H  0.8297  2.1203  -1.0308
H  2.2222  1.5921  -1.6984
H  2.2937  0.5773  1.9105
H  1.6968  2.0893  1.2546
H  4.9549  1.2117  2.4814
H  6.8013  2.1990  1.0429
H  5.9406  2.9208  -1.2507
H  -0.5176  -2.2355  1.1900

- total charge = 0
- 2S+1 = 1
- Kohn-Sham gap (eV) = 9.727

Which of them is least stable? Easy: entry i.

Entry i
ORCA calculation (the ωB97M-V functional and the def2-TZVPD basis) on 2 unconnected molecules or ions with the total composition C3H4FN.

Atoms and positions in Å:
C  -1.8984  0.0707  0.1073
C  0.7385  -0.0789  0.3870
C  1.7325  0.0867  -0.4463
N  -0.9958  0.3410  -0.6876
F  2.9733  -0.2210  -0.0908
H  -2.9012  0.1823  -0.2790
H  -2.0411  -0.5372  1.0442
H  0.7219  -0.2945  1.4862
H  1.6703  0.4509  -1.5209

- total charge = 0
- 2S+1 = 1
- Kohn-Sham gap (eV) = 10.017

Entry ii
ORCA calculation (the ωB97M-V functional and the def2-TZVPD basis) on 2 unconnected molecules or ions with the total composition C3H4FN.

Atoms and positions in Å:
C  2.2981  -0.3395  -0.1074
C  -0.1829  0.1104  0.6024
C  1.1069  0.4859  -0.0147
N  3.3042  -0.9320  -0.0670
F  1.3854  1.7882  0.0895
H  -0.3987  -1.0372  0.5559
H  -1.0758  0.5133  0.1332
H  0.1253  0.2372  1.7214
H  0.8010  -0.1570  -2.2909

- total charge = 0
- 2S+1 = 1
- Kohn-Sham gap (spin up / spin down) (eV) = 9.874 / 8.310

Entry iii
ORCA calculation (the ωB97M-V functional and the def2-TZVPD basis) on 2 unconnected molecules or ions with the total composition C3H4FN.

Atoms and positions in Å:
C  0.1643  2.1560  0.0325
C  0.7779  -1.9180  -0.0929
C  -0.8898  -0.1351  -0.0076
N  -0.1930  -1.1407  0.1241
F  -2.1774  -0.0078  0.3410
H  0.0660  2.7466  -0.8631
H  -0.3017  2.6549  0.8949
H  0.8426  -2.6808  -0.7812
H  1.7113  -1.6749  0.3523

- total charge = 0
- 2S+1 = 1
- Kohn-Sham gap (spin up / spin down) (eV) = 7.867 / 6.938

Which of them is least stable? Easy: entry iii.

Entry i
ORCA calculation (the ωB97M-V functional and the def2-TZVPD basis) on 2 unconnected molecules or ions with the total composition C2H5BrClN.

Atoms and positions in Å:
C  -0.9426  0.6986  -0.3068
C  1.3979  -0.4552  -0.8150
N  -1.1581  0.3727  0.9520
Cl  -1.7719  -1.2557  1.4483
Br  1.6088  -0.5981  1.0933
H  -1.6101  0.4967  -1.0663
H  -0.3089  1.5727  -0.5147
H  2.4176  -0.2010  -1.1426
H  0.8270  -1.3396  -1.2432
H  -0.4597  0.7090  1.5949

- total charge = 0
- 2S+1 = 1
- Kohn-Sham gap (spin up / spin down) (eV) = 6.805 / 8.116

Entry ii
ORCA calculation (the ωB97M-V functional and the def2-TZVPD basis) on a single C2H5BrClN molecule.

Atoms and positions in Å:
Cl  -1.2432  -0.3215  2.4331
N  -0.1157  0.7622  1.6476
C  0.8887  0.1625  0.5041
C  0.1610  -0.3790  -0.6939
Br  1.2234  -1.2148  -2.0893
H  0.4287  1.2391  2.4762
H  1.6426  0.9971  0.4030
H  1.3575  -0.6596  0.8893
H  -0.4172  0.3566  -1.2268
H  -0.6056  -1.0554  -0.2794

- total charge = 0
- 2S+1 = 1
- Kohn-Sham gap (eV) = 9.955

Which of them is least stable? Easy: entry i.